(1)
# IO4V2

A structure of composition IO4V2 in a non-equilibrium geometry (wB97M-V/def2-TZVPD, OMol25).

Computed properties:
- net charge = +1
- largest force on an atom (eV/A) = 14.68
- E_HOMO (eV) = -11.77
- ΔE to the lowest compared entry with this formula, charge and spin (kJ/mol) = 1384.9
- orbital gap (eV) = 3.0474

Each line ends with the Mulliken charge.
Element x y z (Å)
I 0.525 -0.843 -0.852  -0.166
V -0.173 -0.377 4.328  1.567
V -0.804 0.363 -3.589  1.212
O -1.350 -1.266 -3.526  -0.540
O -1.048 0.768 3.261  -0.346
O 1.283 0.901 4.234  -0.325
O 1.566 0.454 -3.858  -0.402

(2)
# IZn

A structure of composition IZn in a non-equilibrium geometry (wB97M-V/def2-TZVPD, OMol25).

Computed properties:
- net charge = +1
- largest force on an atom (eV/A) = 2.33
- E_HOMO (eV) = -14.94
- ΔE to the lowest compared entry with this formula, charge and spin (kJ/mol) = 73.7
- orbital gap (eV) = 6.0268

Each line ends with the natural charge from an NBO analysis.
Element x y z (Å)
I -3.174 4.772 -22.063  -0.070
Zn -3.415 2.342 -20.598  1.070

(3)
# LiN3O9

A structure of composition LiN3O9 in a non-equilibrium geometry (wB97M-V/def2-TZVPD, OMol25).

Computed properties:
- net charge = -2
- largest force on an atom (eV/A) = 5.54
- E_HOMO (eV) = -2.19
- ΔE to the lowest compared entry with this formula, charge and spin (kJ/mol) = 0.0
- orbital gap (eV) = 8.0166

Each line ends with the natural charge from an NBO analysis.
Element x y z (Å)
O -1.630 1.791 -1.084  -0.563
O 0.459 -1.106 -1.585  -0.525
O -1.363 -1.352 1.222  -0.529
O -0.139 0.002 2.143  -0.601
O 0.238 2.265 -0.431  -0.596
O -0.777 -1.741 3.252  -0.556
O -0.847 3.491 -1.858  -0.535
O 1.811 -1.044 -0.049  -0.595
O 2.176 -2.418 -1.660  -0.560
N 1.459 -1.562 -1.121  0.727
N -0.692 2.538 -1.174  0.734
N -0.780 -1.054 2.229  0.728
Li 0.085 0.190 0.117  0.870

(4)
# N2

The molecule N2 in a non-equilibrium geometry (wB97M-V/def2-TZVPD, OMol25).

Computed properties:
- largest force on an atom (eV/A) = 17.10
- E_HOMO (eV) = -12.53
- ΔE to the lowest compared entry with this formula, charge and spin (kJ/mol) = 693.8
- orbital gap (eV) = 10.4935

Each line ends with the natural charge from an NBO analysis.
Element x y z (Å)
N 0.000 0.000 0.790  0.000
N 0.000 0.000 -0.790  0.000

(5)
# N2O3S

The molecule N2O3S in a non-equilibrium geometry (wB97M-V/def2-TZVPD, OMol25).

Computed properties:
- largest force on an atom (eV/A) = 8.94
- E_HOMO (eV) = -11.83
- ΔE to the lowest compared entry with this formula, charge and spin (kJ/mol) = 89.1
- orbital gap (eV) = 10.1188

Each line ends with the natural charge from an NBO analysis.
Element x y z (Å)
S 0.807 0.263 0.304  2.471
O 1.914 -0.630 0.163  -0.831
O 0.163 0.548 1.523  -0.851
O 0.638 1.242 -0.702  -0.867
N -1.905 -0.376 -0.675  0.184
N -0.864 -0.733 -0.352  -0.107

(6)
# N2O6

The molecule N2O6 in a non-equilibrium geometry (wB97M-V/def2-TZVPD, OMol25).

Computed properties:
- expectation value of S² = 2.01
- 2S+1 = 3
- largest force on an atom (eV/A) = 9.95
- E_HOMO (spin up / spin down) (eV) = -6.87 / -10.38
- ΔE to the lowest compared entry with this formula, charge and spin (kJ/mol) = 205.5
- orbital gap (spin up / spin down) (eV) = 6.6454 / 7.9790

Each line ends with the natural charge from an NBO analysis.
Element x y z (Å)
O 0.587 0.092 -0.938  -0.006
O -1.188 0.318 1.144  -0.338
O 1.262 -0.780 1.161  -0.258
O 2.646 0.062 -0.347  -0.262
O -2.730 0.455 -0.361  -0.300
O -0.530 -0.129 -0.953  -0.063
N -1.716 0.296 0.131  0.568
N 1.669 -0.314 0.163  0.660

(7)
# N2O8S3

The molecule N2O8S3 in a non-equilibrium geometry (wB97M-V/def2-TZVPD, OMol25).

Computed properties:
- largest force on an atom (eV/A) = 3.37
- E_HOMO (eV) = -10.11
- ΔE to the lowest compared entry with this formula, charge and spin (kJ/mol) = 0.0
- orbital gap (eV) = 8.9432

Each line ends with the natural charge from an NBO analysis.
Element x y z (Å)
S 1.150 -1.265 1.068  0.503
S 0.031 0.291 -0.054  1.692
S -1.020 -0.705 -1.499  0.492
O -0.960 0.889 0.864  -0.911
O -3.564 0.743 -0.421  -0.269
O 1.039 1.129 -0.695  -0.906
O -2.036 -1.167 -0.367  -0.679
O 3.140 0.387 0.955  -0.278
O -3.485 -0.606 1.297  -0.210
O 3.820 0.041 -1.105  -0.236
O 2.079 -1.349 -0.195  -0.670
N 3.175 -0.070 -0.139  0.721
N -3.225 -0.183 0.263  0.751

(8)
# N3O3S

The ion N3O3S with charge -1 in a non-equilibrium geometry (wB97M-V/def2-TZVPD, OMol25).

Computed properties:
- net charge = -1
- largest force on an atom (eV/A) = 3.94
- E_HOMO (eV) = -4.68
- ΔE to the lowest compared entry with this formula, charge and spin (kJ/mol) = 240.0
- orbital gap (eV) = 8.3952

Each line ends with the natural charge from an NBO analysis.
Element x y z (Å)
S 0.996 -0.742 -0.155  0.549
O 3.234 0.412 0.241  -0.437
O -1.488 -1.183 0.462  -0.569
O -2.632 0.528 -0.223  -0.517
N -0.530 0.581 -0.326  -0.378
N 2.005 0.455 -0.001  -0.185
N -1.585 -0.052 0.001  0.537

(9)
# N5O15V

A structure of composition N5O15V in a non-equilibrium geometry (wB97M-V/def2-TZVPD, OMol25).

Computed properties:
- net charge = -1
- expectation value of S² = 3.77
- 2S+1 = 4
- largest force on an atom (eV/A) = 7.94
- E_HOMO (spin up / spin down) (eV) = -7.30 / -6.82
- orbital gap (spin up / spin down) (eV) = 8.6814 / 4.3263

Each line ends with the natural charge from an NBO analysis.
Element x y z (Å)
V 1.665 15.768 -1.146  1.548
O -0.064 14.728 -2.038  -0.378
O 1.935 13.706 -0.415  -0.551
O -2.150 14.805 -1.880  -0.274
O -1.315 17.049 1.025  -0.421
O 4.897 17.349 0.384  -0.372
O 1.511 16.959 -3.010  -0.484
O 2.830 17.516 -0.331  -0.513
O 3.810 15.879 -0.754  -0.457
O 2.662 11.733 0.177  -0.391
O -1.248 13.017 -2.586  -0.182
O 1.087 11.947 -1.210  -0.389
O 2.052 16.425 -5.037  -0.405
O 0.525 15.952 0.751  -0.514
O -0.123 17.146 -0.682  -0.460
O 2.375 15.251 -3.243  -0.484
N 1.922 12.425 -0.467  0.744
N 2.034 16.250 -3.840  0.751
N 3.938 16.915 -0.176  0.751
N -0.316 16.782 0.416  0.754
N -1.159 14.207 -2.199  0.726

(10)
# N5O31Pb6S4

A structure of composition N5O31Pb6S4 in a non-equilibrium geometry (wB97M-V/def2-TZVPD, OMol25).

Computed properties:
- net charge = -1
- largest force on an atom (eV/A) = 12.76
- E_HOMO (eV) = -4.77
- orbital gap (eV) = 1.7758

Each line ends with the natural charge from an NBO analysis.
Element x y z (Å)
Pb 2.941 -3.081 1.176  1.501
Pb -1.651 0.174 -1.702  1.652
Pb 1.229 -1.745 -3.428  1.295
Pb -1.207 -0.646 2.483  1.713
Pb 3.140 2.116 -2.149  1.504
Pb 2.584 2.519 1.542  1.626
S 1.023 -0.129 -0.210  2.745
S -1.841 -3.479 -2.986  2.570
S -3.845 1.828 0.810  2.599
S -0.137 3.308 -2.667  2.689
O -4.302 -1.744 -0.889  -0.361
O 2.378 0.159 2.892  -0.582
O -0.647 4.674 -2.586  -0.989
O 4.410 1.373 0.209  -0.661
O 0.548 -4.495 0.620  -0.519
O -0.174 2.928 -4.030  -1.075
O -3.522 1.582 2.114  -0.995
O 0.814 -0.422 -1.577  -1.168
O 1.154 3.224 -2.183  -1.179
O -0.336 -0.042 0.375  -1.075
O 1.629 1.195 -0.354  -1.130
O 5.823 0.033 0.997  -0.418
O 3.595 0.790 4.303  -0.436
O 6.450 1.552 -0.280  -0.526
O -0.046 -2.729 1.356  -0.616
O -1.268 3.600 2.658  -0.423
O 0.114 2.176 1.993  -0.671
O -4.263 3.244 0.710  -0.844
O 1.912 -1.073 0.353  -1.074
O -0.390 3.763 0.877  -0.410
O -0.975 2.385 -1.963  -1.139
O -1.880 -3.829 -4.420  -0.985
O -1.139 -4.548 -2.296  -0.979
O -1.489 -4.181 1.372  -0.414
O -3.182 -3.399 -2.454  -0.917
O -2.621 1.652 -0.046  -1.140
O -4.399 -3.049 0.814  -0.507
O -4.920 0.855 0.497  -0.843
O 4.109 -1.121 3.175  -0.559
O -1.134 -2.257 -2.620  -1.155
O -2.925 -1.326 0.697  -0.678
N -0.395 3.243 1.916  0.693
N -0.314 -3.805 1.044  0.740
N 3.395 -0.071 3.467  0.723
N 5.485 0.894 0.242  0.714
N -3.733 -2.095 0.151  0.704

(11)
# N7O21Sr

A structure of composition N7O21Sr in a non-equilibrium geometry (wB97M-V/def2-TZVPD, OMol25).

Computed properties:
- net charge = -5
- largest force on an atom (eV/A) = 9.03
- E_HOMO (eV) = 5.30
- ΔE to the lowest compared entry with this formula, charge and spin (kJ/mol) = 0.0
- orbital gap (eV) = 6.1284

Each line ends with the natural charge from an NBO analysis.
Element x y z (Å)
Sr 5.161 17.521 -8.145  1.857
O 7.121 16.886 -9.381  -0.503
O 4.931 21.589 -10.160  -0.594
O 2.349 20.509 -5.881  -0.579
O 4.844 17.582 -10.783  -0.636
O 1.089 16.157 -7.784  -0.630
O 9.191 18.000 -5.367  -0.557
O 4.984 15.490 -6.711  -0.653
O 3.456 19.004 -11.439  -0.543
O 6.872 14.926 -10.412  -0.578
O 8.505 19.323 -6.767  -0.589
O 5.259 19.960 -8.934  -0.550
O 1.918 18.738 -4.960  -0.524
O 0.814 17.243 -9.684  -0.563
O 5.326 19.131 -12.312  -0.515
O 2.699 16.885 -8.937  -0.518
O 8.635 15.378 -9.438  -0.622
O 3.518 18.631 -6.159  -0.617
O 6.953 20.755 -10.068  -0.565
O 7.458 17.407 -6.291  -0.567
O 5.227 15.466 -4.657  -0.554
O 3.200 15.910 -5.544  -0.472
N 1.533 16.755 -8.848  0.731
N 5.741 20.736 -9.711  0.730
N 4.452 15.687 -5.590  0.704
N 2.531 19.316 -5.763  0.738
N 8.358 18.255 -6.121  0.729
N 7.478 15.803 -9.735  0.728
N 4.577 18.517 -11.630  0.711

(12)
# NO4P

A cluster of 2 separate species, NO4P in total in a non-equilibrium geometry (wB97M-V/def2-TZVPD, OMol25).

Computed properties:
- net charge = -2
- largest force on an atom (eV/A) = 4.01
- E_HOMO (spin up / spin down) (eV) = 0.77 / 1.35
- ΔE to the lowest compared entry with this formula, charge and spin (kJ/mol) = 411.2
- orbital gap (spin up / spin down) (eV) = 6.5784 / 5.9856

Each line ends with the natural charge from an NBO analysis.
Element x y z (Å)
P -0.655 0.195 0.067  2.336
O 0.053 -0.931 -1.011  -0.732
O 2.373 0.368 0.307  -0.904
O -1.864 -0.356 0.852  -1.184
O -0.580 1.505 -0.554  -1.144
N 0.674 -0.781 0.338  -0.371

(13)
# NO4S

The ion NO4S with charge -1 in a non-equilibrium geometry (wB97M-V/def2-TZVPD, OMol25).

Computed properties:
- net charge = -1
- largest force on an atom (eV/A) = 3.47
- E_HOMO (eV) = -4.74
- ΔE to the lowest compared entry with this formula, charge and spin (kJ/mol) = 66.9
- orbital gap (eV) = 8.8205

Each line ends with the natural charge from an NBO analysis.
Element x y z (Å)
S -0.629 0.882 0.277  1.546
O -0.692 -1.747 -0.365  -0.459
O 1.253 -0.949 -0.440  -0.435
O -0.171 1.556 -0.950  -0.969
O 0.154 1.110 1.561  -0.997
N 0.084 -0.852 -0.083  0.313

(14)
# NO5P

The ion NO5P with charge -2 in a non-equilibrium geometry (wB97M-V/def2-TZVPD, OMol25).

Computed properties:
- net charge = -2
- largest force on an atom (eV/A) = 3.46
- E_HOMO (eV) = 0.15
- ΔE to the lowest compared entry with this formula, charge and spin (kJ/mol) = 71.7
- orbital gap (eV) = 7.1777

Each line ends with the natural charge from an NBO analysis.
Element x y z (Å)
P -0.364 -0.609 0.575  2.358
O -0.344 1.471 -1.340  -0.509
O 1.644 0.925 -0.867  -0.499
O 0.215 -1.832 -0.212  -1.221
O 0.277 -0.295 1.946  -1.220
O -1.862 -0.423 0.588  -1.202
N 0.435 0.762 -0.689  0.294

(15)
# NO5P

A cluster of 2 separate species, NO5P in total in a non-equilibrium geometry (wB97M-V/def2-TZVPD, OMol25).

Computed properties:
- net charge = -2
- largest force on an atom (eV/A) = 1.93
- E_HOMO (eV) = -0.26
- ΔE to the lowest compared entry with this formula, charge and spin (kJ/mol) = 59.4
- orbital gap (eV) = 7.7385

Each line ends with the natural charge from an NBO analysis.
Element x y z (Å)
P -1.245 0.129 0.003  2.440
O -1.320 0.650 1.406  -1.189
O -1.517 -1.315 -0.308  -1.196
O -1.391 1.022 -1.155  -1.190
O 1.768 -1.226 -0.007  -0.559
O 1.800 0.896 -0.039  -0.570
N 1.150 -0.160 0.110  0.263

(16)
# NO5P

The ion NO5P with charge -2 in a non-equilibrium geometry (wB97M-V/def2-TZVPD, OMol25).

Computed properties:
- net charge = -2
- largest force on an atom (eV/A) = 4.20
- E_HOMO (eV) = 0.42
- ΔE to the lowest compared entry with this formula, charge and spin (kJ/mol) = 96.1
- orbital gap (eV) = 6.9270

Each line ends with the natural charge from an NBO analysis.
Element x y z (Å)
P 0.919 0.038 -0.055  2.350
O 1.015 -0.496 1.445  -1.227
O 1.303 -1.000 -1.101  -1.218
O -1.423 0.827 0.661  -0.467
O 1.276 1.510 -0.250  -1.215
O -1.553 -0.928 -0.562  -0.483
N -0.904 0.012 -0.097  0.261

(17)
# O2PbV

A structure of composition O2PbV in a non-equilibrium geometry (wB97M-V/def2-TZVPD, OMol25).

Computed properties:
- net charge = +3
- largest force on an atom (eV/A) = 4.32
- E_HOMO (eV) = -25.96
- ΔE to the lowest compared entry with this formula, charge and spin (kJ/mol) = 53.7
- orbital gap (eV) = 9.3991

Each line ends with the Mulliken charge.
Element x y z (Å)
Pb -0.831 2.958 -0.292  1.931
V 0.845 -1.086 0.146  1.949
O 0.168 0.244 0.559  -0.599
O -0.182 -2.116 -0.413  -0.281

(18)
# O2Si

The molecule O2Si in a non-equilibrium geometry (wB97M-V/def2-TZVPD, OMol25).

Computed properties:
- largest force on an atom (eV/A) = 2.28
- E_HOMO (eV) = -12.45
- ΔE to the lowest compared entry with this formula, charge and spin (kJ/mol) = 3.9
- orbital gap (eV) = 10.8331

Each line ends with the natural charge from an NBO analysis.
Element x y z (Å)
Si -0.020 0.026 -0.028  2.283
O -0.714 0.879 0.951  -1.144
O 0.733 -0.905 -0.923  -1.138

(19)
# O4S2

The molecule O4S2 in a non-equilibrium geometry (wB97M-V/def2-TZVPD, OMol25).

Computed properties:
- largest force on an atom (eV/A) = 4.08
- E_HOMO (eV) = -10.95
- ΔE to the lowest compared entry with this formula, charge and spin (kJ/mol) = 127.0
- orbital gap (eV) = 10.2759

Each line ends with the natural charge from an NBO analysis.
Element x y z (Å)
S 0.887 0.447 0.460  1.761
S -1.011 -0.596 -0.645  1.716
O -0.365 -1.858 -0.877  -0.873
O 0.999 1.633 1.148  -0.846
O -0.681 -0.276 0.925  -0.877
O 0.171 0.649 -1.011  -0.881

(20)
# O4SSn

A structure of composition O4SSn in a non-equilibrium geometry (wB97M-V/def2-TZVPD, OMol25).

Computed properties:
- largest force on an atom (eV/A) = 6.08
- E_HOMO (eV) = -8.08
- ΔE to the lowest compared entry with this formula, charge and spin (kJ/mol) = 367.8
- orbital gap (eV) = 3.7854

Each line ends with the natural charge from an NBO analysis.
Element x y z (Å)
Sn -0.324 2.940 0.290  1.333
S 0.061 -0.577 -0.039  2.566
O 0.607 0.295 0.979  -1.019
O -0.685 0.252 -1.000  -0.993
O 1.089 -1.277 -0.770  -0.942
O -0.749 -1.632 0.540  -0.945